# C5H8O

One molecule with the formula C5H8O (the ωB97M-V functional and the def2-TZVPD basis, the OMol25 dataset).

The geometry in XYZ format:
```
14
Properties=species:S:1:pos:R:3:mulliken_charge:R:1
C 1.2785 1.8694 0.0562 -0.86
C 0.0512 1.1032 0.4752 -0.34
C 0.1648 -0.2698 0.3346 0.30
O 1.2179 -0.9216 -0.2392 -0.48
C -0.9970 -1.1081 0.5527 -0.30
C -1.7453 -1.7967 -0.4031 -0.63
H 1.1145 2.5070 -0.8410 0.28
H 2.1821 1.2006 -0.3442 0.23
H 1.6515 2.5012 0.9042 0.26
H -0.8738 1.6681 0.3828 0.33
H 0.8622 -1.2116 -1.0806 0.33
H -1.2072 -1.1210 1.5422 0.41
H -1.3614 -1.9588 -1.5441 0.21
H -2.3381 -2.4621 0.2042 0.27
```

Output
max |F| = 5.127 eV/Å
relative energy (zero: lowest compared OMol25 entry of this formula, charge and spin) = 3.431 eV
LUMO energy = 0.739 eV
Kohn-Sham gap = 9.419 eV
charge = 0
E_HOMO = -8.68 eV

=====

# C5H8O

One molecule with the formula C5H8O (the ωB97M-V functional and the def2-TZVPD basis, the OMol25 dataset).

The geometry in XYZ format:
```
14
Properties=species:S:1:pos:R:3:mulliken_charge:R:1
O 1.9535 1.3931 -1.0533 -0.47
C 1.9945 0.4746 -0.2718 -0.03
C 0.9688 0.0655 0.7710 -0.38
C -0.1760 -0.2019 -0.1769 0.01
C -1.4572 -0.9250 0.0230 -0.52
C -1.4540 0.5615 -0.2463 -0.73
H 2.7886 -0.2762 -0.3164 0.31
H 1.3301 -0.8436 1.2782 0.23
H 0.8287 0.8477 1.5239 0.35
H 0.2454 -0.3838 -1.1714 0.29
H -1.7250 -1.5787 -0.8000 0.23
H -1.7333 -1.2884 1.0067 0.26
H -1.7309 0.9276 -1.2286 0.21
H -1.7295 1.2247 0.5692 0.24
```

Output
max |F| = 0.845 eV/Å
relative energy (zero: lowest compared OMol25 entry of this formula, charge and spin) = 1.859 eV
LUMO energy = 1.115 eV
Kohn-Sham gap = 10.777 eV
charge = 0
E_HOMO = -9.66 eV

=====

# C5H8O

One molecule with the formula C5H8O (the ωB97M-V functional and the def2-TZVPD basis, the OMol25 dataset).

The geometry in XYZ format:
```
14
Properties=species:S:1:pos:R:3:mulliken_charge:R:1
C 1.1858 -0.4330 -1.0107 -1.35
C 0.3079 -0.5613 0.2394 0.33
C 0.2982 0.7247 1.0780 -0.52
C -1.1643 -0.6162 -0.1207 -0.39
C -1.6588 0.6104 0.0229 -0.39
O -0.7950 1.5146 0.5714 -0.39
H 0.9631 0.5103 -1.5231 0.32
H 2.2515 -0.4417 -0.7527 0.34
H 0.9977 -1.2484 -1.7172 0.37
H 0.6328 -1.4172 0.8414 0.32
H 1.2081 1.3258 1.0064 0.29
H 0.0873 0.4961 2.1310 0.28
H -1.6859 -1.4758 -0.5194 0.37
H -2.6283 1.0117 -0.2468 0.42
```

Output
max |F| = 0.246 eV/Å
relative energy (zero: lowest compared OMol25 entry of this formula, charge and spin) = 0.972 eV
LUMO energy = 1.099 eV
Kohn-Sham gap = 9.621 eV
charge = 0
E_HOMO = -8.52 eV

=====

# C5H8O

One molecule with the formula C5H8O (the ωB97M-V functional and the def2-TZVPD basis, the OMol25 dataset).

The geometry in XYZ format:
```
14
Properties=species:S:1:pos:R:3:mulliken_charge:R:1
C -0.9461 -0.3523 -1.4555 -0.05
C -2.1553 -0.0607 -1.9131 -0.81
C 1.5496 0.4575 1.4106 -0.51
O 1.7790 -0.5812 2.3854 -0.53
C 0.8359 -0.1200 0.2289 -0.17
C -0.2905 0.3091 -0.3258 -0.12
H -0.3702 -1.1122 -1.9607 0.26
H -2.8492 0.5907 -1.3796 0.24
H -2.5462 -0.5632 -2.7834 0.27
H 1.0264 1.3002 1.8519 0.34
H 2.5639 0.6606 1.0559 0.23
H 1.0066 -0.6420 2.9637 0.30
H 1.2049 -1.0915 -0.0894 0.28
H -0.8089 1.2050 0.0111 0.28
```

Output
max |F| = 1.443 eV/Å
relative energy (zero: lowest compared OMol25 entry of this formula, charge and spin) = 1.666 eV
LUMO energy = 0.967 eV
Kohn-Sham gap = 9.861 eV
charge = 0
E_HOMO = -8.89 eV

=====

# C5H8O

C5H8O as an isolated structure (the ωB97M-V functional and the def2-TZVPD basis, the OMol25 dataset).

The geometry in XYZ format:
```
14
Properties=species:S:1:pos:R:3:mulliken_charge:R:1
C 1.6503 0.1684 0.7839 -1.03
C 0.9123 0.9381 -0.0085 -0.17
C -1.1697 0.2869 -1.0983 -0.26
C -1.6174 -0.5729 -0.1854 -0.54
O -1.1789 0.0659 0.9581 -0.38
C -0.5753 1.0546 0.0609 0.18
H 1.2266 -0.3015 1.6656 0.44
H 2.6937 -0.0321 0.5621 0.26
H 0.7323 -1.7632 0.2187 -0.02
H 1.3493 1.4229 -0.8814 0.30
H -1.0521 0.3428 -2.1688 0.35
H 0.1448 -2.1512 -0.0174 0.05
H -2.1254 -1.5299 -0.1277 0.46
H -0.9743 2.0514 0.2860 0.35
```

Output
max |F| = 0.370 eV/Å
relative energy (zero: lowest compared OMol25 entry of this formula, charge and spin) = 4.006 eV
LUMO energy = 1.183 eV
Kohn-Sham gap = 10.164 eV
charge = 0
E_HOMO = -8.98 eV

=====

# C5H8O

One molecule with the formula C5H8O (the ωB97M-V functional and the def2-TZVPD basis, the OMol25 dataset).

The geometry in XYZ format:
```
14
Properties=species:S:1:pos:R:3:mulliken_charge:R:1
C 1.0941 0.5711 1.0702 -1.42
C 0.2755 0.0039 -0.1022 0.07
C -0.3286 -1.3593 0.1795 -0.39
O -0.7377 -1.8533 -1.0734 -0.45
C -0.7283 0.9718 -0.5663 -0.58
C -1.4584 1.8121 -1.0255 0.21
H 0.4673 1.1362 1.7760 0.35
H 1.8462 1.2542 0.6763 0.36
H 1.5917 -0.2317 1.6287 0.35
H 0.8826 -0.2562 -1.0706 0.18
H 0.4366 -2.0022 0.6482 0.28
H -1.1650 -1.2583 0.8831 0.29
H -0.0736 -1.4249 -1.6774 0.30
H -2.1142 2.5410 -1.4482 0.44
```

Output
max |F| = 2.119 eV/Å
relative energy (zero: lowest compared OMol25 entry of this formula, charge and spin) = 2.623 eV
LUMO energy = 0.935 eV
Kohn-Sham gap = 10.975 eV
charge = 0
E_HOMO = -10.04 eV